No. 1
{
  "formula": "C30H26EuN8O10S4",
  "method": "wB97M-V/def2-TZVPD",
  "elements": ["Eu", "O", "C", "O", "C", "C", "C", "C", "C", "N", "C", "O", "O", "H", "H", "H", "H", "O", "N", "N", "O", "C", "C", "C", "C", "C", "C", "H", "H", "H", "H", "H", "C", "C", "C", "C", "N", "C", "S", "N", "C", "H", "H", "H", "H", "H", "H", "H", "H", "C", "O", "C", "S", "S", "H", "H", "H", "O", "S", "O", "O", "C", "N", "C", "C", "C", "N", "C", "C", "C", "N", "C", "C", "H", "H", "H", "H", "H", "H"],
  "xyz": [[0.304570, 0.505856, 0.403566], [0.694573, -4.293692, 0.396682], [0.422149, -3.009158, 0.451615], [1.225144, -2.144321, 0.591976], [-1.036047, -2.699677, 0.230016], [-1.954410, -3.671306, -0.192146], [-3.342854, -3.271143, -0.220083], [-3.735899, -1.956939, 0.052270], [-2.675555, -1.041747, 0.307188], [-1.376535, -1.412606, 0.425481], [-3.021762, 0.419156, 0.669325], [-4.218352, 0.692232, 0.820524], [-2.011396, 1.174824, 0.982631], [1.625237, -4.382334, 0.595752], [-1.644404, -4.740504, -0.232573], [-4.031764, -3.985116, -0.560229], [-4.749522, -1.642177, 0.144398], [-0.858860, 0.674962, -1.951935], [-1.426570, 1.798509, -2.152276], [-0.887207, 2.798498, -1.547436], [0.173103, 2.756568, -0.738056], [-1.659049, 3.985145, -1.538882], [-1.424737, 4.903639, -0.460032], [-2.142195, 6.079674, -0.454095], [-3.062405, 6.340107, -1.448641], [-3.325656, 5.396077, -2.447418], [-2.638752, 4.142784, -2.509678], [-0.712800, 4.579540, 0.280219], [-2.078467, 6.736689, 0.386287], [-3.540588, 7.291989, -1.502121], [-4.073311, 5.627319, -3.217270], [-2.873380, 3.460746, -3.322649], [-3.300808, 1.366191, 3.946085], [-3.432566, -0.132931, 3.900775], [-4.579492, -0.812195, 4.261579], [-4.441760, -2.212299, 4.447887], [-3.365234, -2.901748, 4.217350], [-2.273382, -2.247962, 3.694772], [-0.834784, -2.977620, 3.440319], [-2.351232, -0.868879, 3.565664], [-5.614488, -2.997258, 4.990220], [-4.346503, 1.794810, 4.002888], [-2.770755, 1.593549, 3.041151], [-2.807639, 1.495741, 4.910672], [-5.494635, -0.339432, 4.475653], [-1.539346, -0.501850, 3.107056], [-6.411338, -2.900127, 4.261765], [-5.934902, -2.529745, 5.918926], [-5.373943, -4.032484, 5.183297], [1.684413, 4.322619, 4.281892], [2.408685, 3.317734, 3.591655], [1.746343, 2.187432, 3.206841], [2.719640, 1.208478, 2.245659], [0.084685, 1.920318, 3.528625], [2.323075, 5.185644, 4.484581], [1.466297, 3.977229, 5.257609], [0.768935, 4.579794, 3.809063], [6.664993, -4.844517, -7.252981], [5.773093, -3.730119, -7.166470], [4.355125, -4.053677, -7.042221], [6.140042, -2.663890, -8.101712], [6.142400, -2.941201, -5.548477], [7.395905, -3.120914, -5.162019], [7.785574, -2.541917, -4.054674], [6.877449, -1.862092, -3.224395], [5.546412, -1.775664, -3.651689], [5.251567, -2.295569, -4.823933], [4.467511, -1.116185, -2.895030], [4.529219, -0.845295, -1.535174], [3.435581, -0.312767, -0.866055], [2.340703, 0.103871, -1.501666], [2.316101, -0.033413, -2.822115], [3.303970, -0.687962, -3.553450], [8.823999, -2.644716, -3.779212], [7.179976, -1.360280, -2.313153], [5.415183, -1.083900, -1.022150], [3.448117, -0.166177, 0.171332], [1.370372, 0.332337, -3.277988], [3.165145, -0.964554, -4.591163]],
  "forces_ev_per_a": [[0.6, 1.0, -0.1], [-0.2, -0.8, 0.1], [-2.0, 0.4, -0.6], [1.4, 1.0, 0.3], [-1.0, -0.4, -0.5], [-1.0, 0.6, 1.2], [2.3, 0.8, -0.2], [2.6, -0.7, 0.1], [0.1, -0.5, 0.3], [-1.5, -0.5, -0.5], [1.0, 1.0, 1.3], [0.4, -0.3, -0.4], [-1.4, -1.3, -0.8], [0.7, -0.2, 0.0], [-0.4, 1.1, -0.3], [-1.1, -0.9, -0.1], [-0.4, 0.3, -0.2], [-0.1, 0.6, 0.0], [0.6, -0.7, 0.3], [0.6, -0.2, 1.0], [-0.8, -0.6, -0.6], [0.1, 0.2, 0.6], [-0.5, -1.2, -1.8], [0.0, -0.7, 0.3], [-0.2, -0.7, -1.1], [0.3, -0.7, -0.1], [-0.8, 2.7, 0.4], [0.1, 0.2, 0.1], [0.3, 0.5, 0.3], [-0.5, 0.5, 0.1], [0.3, -0.1, 0.3], [0.4, 0.0, 0.5], [-1.8, -1.5, 0.4], [-1.1, 0.0, 0.0], [1.8, -1.0, -0.1], [-0.8, 0.0, 0.2], [0.9, 0.1, -0.6], [-1.0, 0.4, 1.2], [0.9, -0.7, -0.3], [-0.7, -0.9, 0.0], [0.2, 0.8, 0.0], [1.3, -0.3, -0.3], [0.5, 1.1, -0.2], [0.4, 0.7, -0.3], [-0.8, 0.7, 0.3], [0.5, 1.0, 0.1], [-0.4, -0.2, 0.0], [-0.2, 0.0, 0.1], [0.2, -0.2, -0.2], [0.9, 0.0, 0.6], [-0.5, -0.1, 0.0], [-0.4, 0.4, -0.4], [0.1, -0.3, 0.0], [1.0, 0.2, 0.0], [0.2, -0.1, -0.8], [-0.6, -0.6, 1.1], [-0.7, 0.3, -0.6], [0.5, -1.2, 0.2], [-1.0, 1.4, -0.1], [0.6, 0.2, -0.4], [-0.6, -0.1, 0.3], [0.4, -0.4, 0.3], [1.0, -0.1, -0.6], [-1.1, 0.6, 1.1], [0.0, 0.3, 0.1], [1.7, -0.4, -0.1], [-1.7, -0.1, -1.1], [-1.1, 0.8, -0.1], [-0.5, 0.0, -0.4], [0.4, 0.1, -1.6], [0.2, -0.1, 0.5], [-1.1, -0.2, -0.6], [0.1, -0.3, 0.2], [0.2, 0.0, 0.1], [0.2, -0.2, 0.0], [0.9, -0.3, 0.9], [0.1, 0.0, 1.3], [0.8, -0.3, 0.1], [0.0, 0.3, 0.0]],
  "relative_energy_kj_mol": 67.7,
  "e_homo_ev": [-2.329, -3.675],
  "charge": -2,
  "energy_ev": -126601.209,
  "homo_lumo_gap_ha": [0.2165, 0.2660],
  "spin_multiplicity": 8
}

No. 2
{
  "formula": "C30H26IIrN4O2",
  "method": "wB97M-V/def2-TZVPD",
  "elements": ["Ir", "O", "C", "O", "C", "C", "C", "N", "C", "C", "C", "C", "C", "C", "C", "N", "C", "C", "C", "C", "C", "N", "H", "H", "H", "H", "H", "H", "H", "H", "H", "H", "C", "C", "C", "C", "C", "C", "C", "C", "C", "H", "H", "H", "H", "H", "H", "H", "H", "H", "H", "H", "H", "I", "C", "C", "C", "C", "N", "C", "H", "H", "H", "H"],
  "xyz": [[0.123147, 0.276171, -0.236603], [-4.590431, -2.666345, 4.855255], [-3.833236, -2.221257, 5.615758], [-3.042523, -1.747826, 6.322873], [-2.287782, -1.182059, 3.321673], [-2.842683, -1.503992, 2.137897], [-2.066654, -1.008132, 1.075297], [-0.937540, -0.317647, 1.328997], [-0.471797, -0.068426, 2.566277], [-1.168876, -0.529241, 3.694191], [0.796498, 0.690988, 2.603478], [1.422690, 1.029398, 3.788382], [2.607562, 1.749301, 3.753033], [3.126619, 2.097027, 2.516682], [2.450085, 1.718229, 1.373037], [1.294052, 1.037695, 1.383728], [-2.399018, -1.155802, -0.356236], [-3.530905, -1.806145, -0.806877], [-3.804718, -1.837591, -2.167387], [-2.921999, -1.215099, -3.033144], [-1.791474, -0.606446, -2.521930], [-1.516832, -0.554534, -1.210531], [-3.765132, -2.050022, 1.986700], [-0.825625, -0.369936, 4.707925], [0.994763, 0.742990, 4.738376], [3.110326, 2.027769, 4.669734], [4.049573, 2.652974, 2.422670], [2.862108, 1.955778, 0.403220], [-4.210751, -2.273292, -0.108769], [-4.693654, -2.331588, -2.536459], [-3.089739, -1.199733, -4.101433], [-1.080012, -0.129004, -3.179059], [2.688419, -2.226873, 1.411926], [2.203729, -1.737091, 0.080549], [2.742680, -0.594921, -0.507548], [2.271863, -0.102856, -1.733000], [2.925422, 1.064975, -2.416770], [1.319860, -0.874771, -2.421275], [0.903977, -2.130713, -1.956814], [0.127538, -3.080752, -2.819308], [1.257079, -2.482138, -0.656493], [3.096232, -1.414614, 2.014758], [3.490505, -2.954116, 1.262344], [1.902076, -2.735174, 1.970805], [3.562921, -0.086882, -0.017555], [3.758124, 0.698681, -3.021086], [3.337764, 1.782150, -1.707380], [2.237208, 1.580191, -3.086344], [1.044990, -0.570037, -3.425646], [0.796434, -3.869982, -3.171140], [-0.280826, -2.597414, -3.704634], [-0.676591, -3.569128, -2.266091], [0.885705, -3.412000, -0.236702], [-3.357514, 3.793581, -3.551198], [-1.667553, 3.627298, -2.379372], [-0.774533, 4.676803, -2.197831], [0.298023, 4.476283, -1.347094], [0.482636, 3.249377, -0.746528], [-0.344240, 2.203860, -0.949341], [-1.419145, 2.428658, -1.734564], [-0.927934, 5.630591, -2.685836], [0.999861, 5.271203, -1.134599], [1.295958, 3.109936, -0.060345], [-2.146712, 1.641674, -1.812644]],
  "forces_ev_per_a": [[0.4, 0.0, 0.2], [0.2, 0.1, 0.2], [0.0, 0.1, -0.1], [-0.2, -0.2, -0.1], [-1.1, -0.8, 1.8], [0.8, 0.5, -1.4], [-0.8, -0.4, 0.1], [-0.4, 0.6, -0.2], [0.3, 0.1, 0.7], [0.8, 0.5, -1.2], [-0.3, 0.0, -0.3], [0.0, 0.0, 0.0], [0.0, 0.0, -0.1], [0.0, 0.0, 0.0], [0.0, 0.0, -0.1], [0.3, 0.0, 0.3], [0.3, 0.4, 0.0], [0.0, 0.0, 0.0], [0.1, 0.1, -0.1], [-0.1, 0.0, 0.0], [0.1, 0.1, 0.1], [-0.3, -0.6, -0.3], [0.0, 0.0, 0.2], [-0.2, -0.1, 0.0], [0.0, 0.0, 0.0], [0.0, 0.0, 0.0], [0.0, 0.0, 0.0], [0.0, 0.0, 0.0], [0.0, 0.0, 0.0], [0.0, 0.0, 0.0], [0.0, 0.0, 0.0], [0.0, 0.0, 0.0], [0.0, 0.0, 0.0], [0.1, 0.6, 0.2], [0.4, -0.3, -0.1], [0.1, 0.3, 0.2], [0.0, 0.0, 0.1], [-0.1, -0.5, -0.4], [0.0, 0.1, -0.1], [0.0, 0.0, 0.0], [-0.3, 0.1, -0.2], [0.0, 0.0, 0.0], [0.0, 0.0, 0.0], [0.0, 0.0, 0.0], [0.0, 0.0, 0.0], [0.0, 0.0, 0.0], [0.0, 0.0, 0.0], [0.0, 0.0, 0.0], [0.0, 0.1, 0.0], [0.0, 0.0, 0.0], [0.0, 0.0, 0.0], [0.0, 0.0, 0.0], [0.0, 0.0, 0.0], [-0.1, 0.0, -0.1], [0.2, 0.0, 0.1], [0.0, 0.0, 0.0], [0.0, 0.0, 0.0], [0.1, -0.2, 0.2], [-0.2, -0.2, 0.2], [-0.2, -0.3, 0.2], [0.0, 0.0, 0.0], [0.0, 0.0, 0.0], [0.1, 0.0, -0.1], [0.0, -0.1, 0.0]],
  "relative_energy_kj_mol": 101.5,
  "e_homo_ev": [-16.811, -16.811],
  "charge": 3,
  "energy_ev": -52500.485,
  "homo_lumo_gap_ha": [0.2254, 0.2267],
  "spin_multiplicity": 2
}

No. 3
{
  "formula": "C30H26NP2S3SbSr",
  "method": "wB97M-V/def2-TZVPD",
  "elements": ["Sr", "C", "P", "C", "C", "C", "C", "C", "C", "C", "C", "C", "C", "C", "C", "C", "C", "C", "C", "C", "P", "C", "C", "C", "C", "C", "C", "C", "C", "C", "C", "C", "C", "N", "H", "H", "H", "H", "H", "H", "H", "H", "H", "H", "H", "H", "H", "H", "H", "H", "H", "H", "H", "H", "H", "H", "H", "H", "H", "H", "S", "Sb", "S", "S"],
  "xyz": [[2.319993, 0.079918, 0.219637], [0.778372, -2.355598, -0.429297], [1.059852, -1.719833, -2.178684], [-0.586642, -1.707379, -2.964621], [-1.306804, -0.513546, -2.909067], [-2.542163, -0.409976, -3.530869], [-3.070688, -1.493678, -4.217503], [-2.360155, -2.684986, -4.278996], [-1.123776, -2.790374, -3.658080], [1.862687, -3.154169, -2.978672], [2.151402, -3.039509, -4.340463], [2.984149, -3.948584, -4.970841], [3.548414, -4.994056, -4.252526], [3.269724, -5.122319, -2.901215], [2.446584, -4.200952, -2.267562], [-0.151753, -1.506919, 0.417646], [-1.496148, -1.334101, 0.148133], [-1.928433, -0.313975, 1.028091], [-0.817675, 0.066466, 1.759800], [-0.621671, 1.228834, 2.691885], [0.554670, 2.427036, 1.909405], [-0.446628, 3.420137, 0.750017], [-1.734846, 3.080831, 0.353066], [-2.405296, 3.852378, -0.588386], [-1.795361, 4.966165, -1.142121], [-0.506567, 5.309509, -0.753441], [0.163323, 4.537650, 0.179293], [0.799852, 3.660516, 3.248617], [2.072126, 3.852681, 3.776520], [2.291540, 4.776026, 4.792247], [1.233092, 5.518678, 5.289917], [-0.043856, 5.337241, 4.770417], [-0.256320, 4.417668, 3.756889], [0.282597, -0.670312, 1.422702], [1.794334, -2.480923, -0.032418], [0.381691, -3.370497, -0.520760], [-0.886936, 0.334848, -2.381622], [-3.087446, 0.524551, -3.483324], [-4.030919, -1.408718, -4.711983], [-2.767556, -3.534674, -4.813453], [-0.574960, -3.722456, -3.710560], [1.733630, -2.219449, -4.911700], [3.217720, -3.816455, -6.019658], [4.215658, -5.693959, -4.740604], [3.712770, -5.927232, -2.327483], [2.273378, -4.308064, -1.205400], [-2.085940, -1.870627, -0.577903], [-2.928613, 0.085562, 1.121644], [-0.099900, 0.910688, 3.600232], [-1.564073, 1.689760, 2.994899], [-2.211341, 2.199673, 0.756751], [-3.404551, 3.569839, -0.896185], [-2.313294, 5.557149, -1.886999], [-0.014563, 6.166225, -1.195808], [1.179825, 4.794894, 0.455947], [2.902286, 3.277279, 3.382887], [3.289339, 4.917461, 5.188146], [1.400487, 6.242737, 6.077493], [-0.872401, 5.920221, 5.153072], [-1.249617, 4.292989, 3.340482], [3.072335, 0.304331, -5.131957], [3.345174, 0.582439, -2.871491], [4.371786, -1.034439, -1.340032], [1.534803, 1.762177, -1.902994]],
  "forces_ev_per_a": [[-0.3, 0.5, 0.4], [-0.5, -0.4, -0.1], [-0.1, -0.4, 0.0], [0.0, 0.0, 0.1], [0.0, 0.0, -0.1], [0.0, 0.0, 0.0], [0.0, 0.0, 0.0], [0.0, 0.0, 0.0], [0.0, 0.0, 0.1], [0.4, 0.1, 0.2], [-0.2, -0.1, -0.1], [0.0, 0.0, 0.0], [0.0, 0.0, 0.0], [0.0, 0.0, 0.0], [-0.1, 0.0, 0.0], [0.3, -0.3, -0.6], [-0.1, 0.1, 0.5], [-0.1, -0.1, 0.1], [0.2, 0.1, 0.3], [0.0, -0.1, 0.0], [0.1, -0.1, 0.1], [0.0, 0.0, 0.0], [0.0, 0.0, 0.0], [0.0, 0.0, 0.0], [0.0, 0.0, 0.0], [0.0, 0.0, 0.0], [0.0, 0.0, 0.0], [0.0, 0.0, 0.0], [0.0, 0.0, 0.0], [0.0, 0.0, 0.0], [0.0, 0.0, 0.0], [0.0, 0.0, 0.0], [0.0, 0.0, 0.0], [-0.3, -0.2, -0.7], [-0.1, 0.0, 0.2], [0.0, 0.0, 0.1], [0.0, 0.0, 0.0], [0.0, 0.0, 0.0], [0.0, 0.0, 0.0], [0.0, 0.0, 0.0], [0.0, 0.0, 0.0], [0.1, 0.1, 0.0], [0.0, 0.0, 0.0], [0.0, 0.0, 0.0], [0.0, 0.0, 0.0], [0.0, 0.0, 0.0], [0.0, 0.0, 0.0], [0.0, 0.0, 0.0], [-0.1, 0.0, 0.0], [0.0, 0.1, -0.1], [0.0, 0.0, 0.0], [0.0, 0.0, 0.0], [0.0, 0.0, 0.0], [0.0, 0.0, 0.0], [0.0, 0.0, 0.0], [0.0, 0.0, 0.0], [0.0, 0.0, 0.0], [0.0, 0.0, 0.0], [0.0, 0.0, 0.0], [0.0, 0.0, 0.0], [-0.1, -0.3, 0.4], [0.8, 0.6, -0.6], [-0.3, 0.3, -0.4], [0.3, 0.1, 0.2]],
  "e_homo_ev": [-3.563, -4.602],
  "charge": -1,
  "energy_ev": -91483.644,
  "homo_lumo_gap_ha": [0.2046, 0.2396],
  "spin_multiplicity": 2
}